(1)
C16H17NO | wB97M-V/def2-TZVPD

Bonds (Å) are listed after each position.
Geometry (Å):
1 C 1.629 -1.222 1.040  C4 1.510, H17 1.079, H18 1.095, H19 1.088
2 C -0.719 -0.958 3.922  C3 1.415, C6 1.390, N10 1.382
3 C 0.284 -0.432 3.074  C2 1.415, C4 1.448, C9 1.387
4 C 0.659 -1.495 2.164  C1 1.510, C3 1.448, C5 1.363
5 C -0.094 -2.584 2.487  C4 1.363, N10 1.381, H15 1.076
6 C -1.483 -0.178 4.783  C2 1.390, C7 1.391, H11 1.079
7 C -1.126 1.162 4.895  C6 1.391, C8 1.412, H12 1.080
8 C -0.023 1.646 4.158  C7 1.412, C9 1.374, H14 1.087
9 C 0.665 0.891 3.240  C3 1.387, C8 1.374, H16 1.081
10 N -0.849 -2.297 3.607  C2 1.382, C5 1.381, H13 1.012
11 H -2.240 -0.589 5.432  C6 1.079
12 H -1.594 1.899 5.532  C7 1.080
13 H -1.507 -2.793 4.195  N10 1.012
14 H 0.240 2.697 4.243  C8 1.087
15 H -0.126 -3.532 1.979  C5 1.076
16 H 1.349 1.376 2.558  C9 1.081
17 H 1.182 -0.496 0.378  C1 1.079
18 H 1.702 -2.116 0.413  C1 1.095
19 H 2.521 -0.857 1.546  C1 1.088
20 C 0.785 2.393 -2.227  C24 1.504, H32 1.096, H33 1.089, H35 1.092
21 C 0.790 -0.541 -4.620  C22 1.391, C23 1.379, H28 1.082
22 C -0.579 -0.770 -4.710  C21 1.391, C25 1.408, O27 1.358
23 C 1.211 0.563 -3.907  C21 1.379, C24 1.381, H29 1.089
24 C 0.336 1.447 -3.307  C20 1.504, C23 1.381, C26 1.394
25 C -1.496 0.218 -4.300  C22 1.408, C26 1.399, H30 1.085
26 C -1.026 1.317 -3.573  C24 1.394, C25 1.399, H34 1.080
27 O -0.933 -1.899 -5.376  C22 1.358, H31 0.952
28 H 1.525 -1.081 -5.202  C21 1.082
29 H 2.231 0.603 -3.527  C23 1.089
30 H -2.496 0.036 -4.678  C25 1.085
31 H -1.851 -2.145 -5.319  O27 0.952
32 H 1.458 1.814 -1.585  C20 1.096
33 H -0.016 2.773 -1.597  C20 1.089
34 H -1.744 1.926 -3.046  C26 1.080
35 H 1.334 3.225 -2.674  C20 1.092

Values from the calculation:
E: -749.8601 Ha
Energy relative to the best compared isomer or geometry (same formula, charge and spin): 25.2 kcal per mole
Orbital gap: 8.5853 eV
SMILES: Cc1c[nH]c2ccccc12.Cc1ccc(O)cc1
Charge: 0
Lowest unoccupied orbital energy: 0.76 eV
Highest occupied orbital energy: -7.8259 eV


(2)
C16H17NO | wB97M-V/def2-TZVPD

Bonds (Å) are listed after each position.
Geometry (Å):
1 C -0.870 1.302 2.016  C3 1.514, H11 1.093, H12 1.096, H16 1.092
2 C -0.603 -1.026 1.063  C3 1.369, C4 1.406, H9 1.083
3 C -0.936 -0.208 2.109  C1 1.514, C2 1.369, C5 1.424
4 C -0.836 -2.408 1.167  C2 1.406, C6 1.373, H10 1.079
5 C -1.228 -0.720 3.405  C3 1.424, C7 1.383, H13 1.079
6 C -1.084 -2.905 2.423  C4 1.373, C7 1.399, O8 1.380
7 C -1.280 -2.095 3.546  C5 1.383, C6 1.399, H14 1.085
8 O -1.243 -4.274 2.499  C6 1.380, H15 0.941
9 H -0.352 -0.538 0.129  C2 1.083
10 H -0.917 -3.043 0.299  C4 1.079
11 H -0.715 1.659 0.995  C1 1.093
12 H -0.051 1.664 2.647  C1 1.096
13 H -1.393 -0.038 4.225  C5 1.079
14 H -1.531 -2.470 4.533  C7 1.085
15 H -1.736 -4.547 3.253  O8 0.941
16 H -1.742 1.827 2.410  C1 1.092
17 C -1.107 2.104 -3.332  C20 1.479, H33 1.088, H34 1.097, H35 1.094
18 C 1.795 1.206 -1.184  C19 1.421, C23 1.416, N26 1.377
19 C 0.750 0.809 -2.060  C18 1.421, C20 1.449, C25 1.388
20 C 0.037 2.025 -2.399  C17 1.479, C19 1.449, C21 1.341
21 C 0.611 3.042 -1.742  C20 1.341, N26 1.421, H32 1.075
22 C 2.430 -1.077 -1.103  C23 1.388, C24 1.376, H27 1.086
23 C 2.613 0.205 -0.604  C18 1.416, C22 1.388, H28 1.080
24 C 1.450 -1.437 -1.999  C22 1.376, C25 1.403, H29 1.083
25 C 0.515 -0.498 -2.463  C19 1.388, C24 1.403, H30 1.079
26 N 1.624 2.539 -0.881  C18 1.377, C21 1.421, H31 0.992
27 H 3.028 -1.855 -0.637  C22 1.086
28 H 3.261 0.513 0.203  C23 1.080
29 H 1.236 -2.432 -2.369  C24 1.083
30 H -0.182 -0.787 -3.234  C25 1.079
31 H 2.344 3.104 -0.501  N26 0.992
32 H 0.402 4.084 -1.580  C21 1.075
33 H -1.316 3.093 -3.735  C17 1.088
34 H -2.030 1.708 -2.890  C17 1.097
35 H -0.944 1.474 -4.211  C17 1.094

Values from the calculation:
E: -749.8741 Ha
Energy relative to the best compared isomer or geometry (same formula, charge and spin): 16.4 kcal per mole
Orbital gap: 8.9021 eV
SMILES: Cc1c[nH]c2ccccc12.Cc1ccc(O)cc1
Charge: 0
Lowest unoccupied orbital energy: 0.89 eV
Highest occupied orbital energy: -8.0151 eV


(3)
C16H17NO4 | wB97M-V/def2-TZVPD

Bonds (Å) are listed after each position.
Geometry (Å):
1 C -3.176 -4.851 1.027  H2 1.089, O3 1.405, H37 1.095, H38 1.095
2 H -3.608 -5.848 1.101  C1 1.089
3 O -3.680 -4.304 -0.165  C1 1.405, C4 1.367
4 C -3.277 -3.048 -0.523  O3 1.367, C5 1.386, C9 1.397
5 C -2.420 -2.244 0.214  C4 1.386, C6 1.388, H36 1.079
6 C -2.076 -0.978 -0.241  C5 1.388, C7 1.385, H35 1.079
7 C -2.579 -0.500 -1.439  C6 1.385, C8 1.396, O12 1.370
8 C -3.442 -1.310 -2.180  C7 1.396, C9 1.375, H11 1.078
9 C -3.785 -2.562 -1.729  C4 1.397, C8 1.375, H10 1.078
10 H -4.449 -3.194 -2.298  C9 1.078
11 H -3.827 -0.931 -3.112  C8 1.078
12 O -2.326 0.738 -1.969  C7 1.370, C13 1.399
13 C -1.411 1.568 -1.311  O12 1.399, C14 1.540, H33 1.095, H34 1.101
14 C 0.015 0.988 -1.297  C13 1.540, O15 1.207, N16 1.360
15 O 0.355 0.081 -2.016  C14 1.207
16 N 0.810 1.628 -0.399  C14 1.360, C17 1.401, H32 1.011
17 C 2.163 1.406 -0.112  N16 1.401, C18 1.385, C22 1.409
18 C 2.937 0.448 -0.745  C17 1.385, C19 1.386, H31 1.077
19 C 4.269 0.291 -0.399  C18 1.386, C20 1.380, H30 1.079
20 C 4.831 1.088 0.578  C19 1.380, C21 1.388, H29 1.079
21 C 4.068 2.052 1.222  C20 1.388, C22 1.384, H28 1.078
22 C 2.735 2.219 0.886  C17 1.409, C21 1.384, O23 1.375
23 O 1.887 3.137 1.460  C22 1.375, C24 1.407
24 C 2.399 3.981 2.463  O23 1.407, H25 1.094, H26 1.094, H27 1.089
25 H 2.751 3.408 3.326  C24 1.094
26 H 3.211 4.607 2.083  C24 1.094
27 H 1.567 4.615 2.766  C24 1.089
28 H 4.524 2.664 1.983  C21 1.078
29 H 5.869 0.970 0.850  C20 1.079
30 H 4.864 -0.458 -0.899  C19 1.079
31 H 2.488 -0.169 -1.506  C18 1.077
32 H 0.415 2.384 0.145  N16 1.011
33 H -1.399 2.496 -1.891  C13 1.095
34 H -1.743 1.795 -0.286  C13 1.101
35 H -1.397 -0.392 0.359  C6 1.079
36 H -2.001 -2.583 1.148  C5 1.079
37 H -3.477 -4.262 1.900  C1 1.095
38 H -2.084 -4.932 1.004  C1 1.095

Values from the calculation:
E: -975.5946 Ha
Energy relative to the best compared isomer or geometry (same formula, charge and spin): 41.0 kcal per mole
Orbital gap: 8.3726 eV
SMILES: COc1ccc(OCC(=O)Nc2ccccc2OC)cc1
Charge: 0
Lowest unoccupied orbital energy: 0.56 eV
Highest occupied orbital energy: -7.8139 eV